No. 1
{"formula": "C17H23N5OS", "method": "ωB97M-V/def2-TZVPD", "smiles": "CCCn1c(SCC(=O)NC2CCCC2)nnc1-c1cccnc1", "orbital_gap_ha": 0.3341, "spin_multiplicity": 1, "max_force_ha_per_bohr": 0.0238, "de_lowest_kcal_mol": 3.1, "elements": ["S", "O", "N", "N", "N", "N", "N", "C", "C", "C", "C", "C", "C", "C", "C", "C", "C", "C", "C", "C", "C", "C", "C", "C", "H", "H", "H", "H", "H", "H", "H", "H", "H", "H", "H", "H", "H", "H", "H", "H", "H", "H", "H", "H", "H", "H", "H"], "positions_angstrom": [[2.10819, 0.44365, -1.40739], [0.31104, 2.89768, -3.14133], [-0.10488, -3.09003, 4.74372], [0.63600, 0.84271, 0.85590], [0.11871, 0.11334, 1.85372], [1.15187, -1.26190, 0.49062], [-0.48854, 2.57423, -1.03140], [3.31357, -2.41778, 0.32529], [-0.66869, -4.18935, 4.27217], [1.82991, -2.40755, -0.05585], [-3.33366, 3.93928, -2.86630], [1.85171, 2.24645, -1.42822], [1.26012, 0.02306, 0.04566], [-0.94355, -4.38448, 2.92657], [-0.59657, -3.38728, 2.03132], [0.46583, 2.60724, -1.97391], [-2.48702, 1.76977, -2.30701], [0.22697, -2.14053, 3.89422], [-1.90432, 2.77610, -1.28601], [0.41918, -1.14016, 1.64826], [3.51739, -2.53575, 1.83081], [0.02148, -2.23675, 2.51593], [-2.93686, 2.61097, -3.50130], [-2.20884, 4.17228, -1.86259], [-1.32687, 4.53474, -2.38838], [3.78263, -1.50400, -0.04395], [-0.22656, 2.20548, -0.11852], [3.04462, -3.43776, 2.21540], [1.34711, -3.30882, 0.32651], [-0.83050, -3.48799, 0.98023], [-2.39484, 2.65184, -0.31756], [-4.28994, 3.83938, -2.34833], [-0.91830, -4.94023, 5.00969], [0.68030, -1.25389, 4.31517], [1.72622, -2.37357, -1.14477], [-3.41385, 4.74614, -3.59255], [2.61482, 2.62723, -2.10615], [-1.74170, 1.02860, -2.59200], [2.00886, 2.61051, -0.41477], [4.57789, -2.57827, 2.06349], [-1.42614, -5.28780, 2.58732], [3.78244, -3.26341, -0.17942], [-2.47095, 4.88603, -1.08307], [-3.33635, 1.24694, -1.86528], [-2.09139, 2.76942, -4.17007], [3.09247, -1.67946, 2.35072], [-3.74900, 2.14372, -4.05660]], "atomic_forces_ev_per_a": [[0.2, 0.0, -0.4], [-0.1, 0.0, -0.6], [0.0, 0.0, 0.6], [0.6, 0.2, -0.6], [-0.5, -0.6, 0.9], [-0.4, 0.8, 0.2], [-0.2, 0.1, 0.4], [-0.2, 0.0, 0.2], [-0.1, -0.2, -0.2], [0.6, -0.4, -0.2], [0.1, 0.0, -0.1], [-0.1, -0.3, 0.0], [-0.1, 0.0, 0.1], [0.0, 0.0, 0.0], [0.0, 0.1, 0.2], [0.4, 0.0, 0.7], [0.0, 0.0, -0.1], [0.1, 0.2, -0.4], [0.1, 0.0, -0.2], [0.0, 0.3, -0.2], [0.0, 0.0, -0.2], [-0.2, -0.4, 0.2], [-0.2, -0.1, 0.0], [-0.1, 0.1, 0.1], [0.0, 0.0, 0.0], [0.0, 0.0, -0.1], [0.1, 0.1, -0.2], [0.0, -0.1, 0.1], [0.0, 0.1, -0.1], [0.0, 0.0, -0.1], [0.1, 0.0, -0.1], [-0.1, 0.0, 0.0], [-0.1, -0.1, 0.0], [0.1, 0.1, -0.1], [-0.1, -0.1, 0.1], [-0.1, 0.1, 0.0], [-0.1, 0.0, 0.1], [0.0, -0.1, 0.1], [0.1, 0.1, 0.0], [0.1, 0.0, 0.1], [0.0, -0.1, 0.0], [0.0, 0.0, -0.1], [0.0, 0.1, 0.0], [0.0, 0.0, 0.0], [0.0, 0.0, 0.0], [0.0, 0.1, 0.1], [0.0, 0.0, -0.1]]}

***

No. 2
{"formula": "C17H23N7O3S2", "method": "ωB97M-V/def2-TZVPD", "orbital_gap_ha": 0.3032, "spin_multiplicity": 1, "max_force_ha_per_bohr": 0.3006, "de_lowest_kcal_mol": 386.1, "elements": ["S", "S", "O", "O", "O", "N", "N", "N", "N", "N", "N", "N", "C", "C", "C", "C", "C", "C", "C", "C", "C", "C", "C", "C", "C", "C", "C", "C", "C", "H", "H", "H", "H", "H", "H", "H", "H", "H", "H", "H", "H", "H", "H", "H", "H", "H", "H", "H", "H", "H", "H", "H"], "positions_angstrom": [[3.19978, -0.86917, 2.09387], [-0.50038, -1.59207, -1.48999], [-3.85926, 0.61429, 1.84047], [-0.60113, 3.19618, -0.04149], [2.13863, -2.15814, -0.81357], [-2.28994, 1.83958, 0.79761], [-1.78970, -0.28037, 1.94504], [-2.54675, -2.57989, -0.69674], [0.72990, -2.88401, 0.52336], [1.41077, 0.68177, 0.91740], [0.47553, -0.99331, 2.39859], [-1.57226, -3.19091, 0.22865], [4.77923, 1.44703, -1.60382], [2.40312, 1.45362, -1.18508], [-0.47851, -0.05904, 1.70761], [-2.97886, -1.21327, -2.55480], [-0.50569, -2.78565, -0.06687], [-3.26303, 0.07168, -2.17393], [2.93515, -2.46588, 1.10442], [-0.81373, 1.96704, 0.57301], [2.00070, -2.50604, 0.23273], [2.36507, 1.65321, 0.31085], [-2.67083, 0.47504, 1.49087], [1.59307, -0.36063, 1.80086], [-2.31301, -1.44243, 2.95421], [3.50806, 2.04613, -1.94827], [-3.17234, 2.78927, 0.56655], [-2.16809, -1.96286, -1.72058], [-0.03514, 1.02844, 1.00881], [1.93338, 2.79220, 0.43084], [5.07237, 1.64436, -0.71257], [2.47600, 0.21786, -1.31055], [5.49530, 1.95046, -2.38977], [3.15153, 2.05731, -3.11152], [-3.68432, 0.43153, -1.14200], [-1.56901, -1.66059, 3.70980], [3.79626, -3.03474, 0.99741], [-2.98736, 3.78804, 1.04836], [0.59576, -3.54004, 1.61900], [3.25910, 1.35467, 0.76110], [-3.18988, -1.33623, 3.28199], [4.57598, 0.44380, -1.83523], [-3.91081, 0.63431, -2.87171], [-4.19121, 2.36275, 0.54784], [1.35569, 1.58158, -1.49134], [3.49776, 2.97235, -1.65931], [2.46090, -3.16512, 2.42658], [-2.56103, -1.23756, -3.54512], [-2.26686, 0.73958, -2.26442], [-2.21372, -2.17750, 2.11431], [-3.96380, -1.76282, -2.34559], [-3.11243, 3.02420, -0.45789]], "atomic_forces_ev_per_a": [[0.9, -1.1, -1.3], [1.9, -0.8, -0.4], [1.1, -2.7, -0.4], [0.7, -6.0, 2.8], [3.2, 4.5, -12.6], [8.9, -8.8, 2.5], [2.3, -4.3, 3.8], [-3.0, -3.8, 2.4], [-3.1, -5.9, 8.0], [-3.0, 1.5, 1.4], [0.8, 6.2, -4.8], [-8.0, -1.3, 0.1], [0.7, 0.3, -8.2], [-2.1, -5.8, 0.3], [0.2, -3.1, 3.4], [-3.9, -4.5, -1.9], [8.8, 5.5, -4.6], [1.0, 9.7, 2.2], [5.2, -1.3, 14.5], [-7.7, 12.2, -5.5], [-9.4, -3.0, 1.3], [-2.2, 1.9, -0.4], [-7.6, 10.2, -1.3], [-1.9, 0.3, 0.6], [8.6, -1.1, -6.0], [-3.3, -2.1, -3.7], [-3.5, 3.5, -1.5], [4.9, -0.1, 4.2], [6.4, -6.9, 1.9], [1.3, -2.9, 0.6], [2.0, 1.0, 5.9], [0.0, 2.8, 0.2], [-0.6, -1.5, 1.7], [1.4, -0.3, 2.6], [0.8, -1.7, -1.6], [0.2, 0.5, -0.1], [1.7, -0.4, -0.7], [-0.5, -1.1, 0.3], [0.6, 2.9, -4.5], [1.7, 0.6, 0.8], [-7.0, 1.6, 2.2], [1.0, -1.8, 0.0], [0.1, -0.6, 0.0], [0.4, 0.5, 1.2], [0.4, 0.7, -0.6], [0.2, 6.0, 1.1], [1.1, 1.3, -3.9], [-0.5, -0.3, -0.8], [-1.8, -1.2, 0.4], [-0.7, -0.5, 1.6], [0.9, 0.2, -1.6], [0.4, 0.8, -1.8]]}

***

No. 3
{"formula": "C17H23NO4", "method": "ωB97M-V/def2-TZVPD", "smiles": "COc1ccc(C2(CNC(=O)CCC(=O)O)CCCC2)cc1", "orbital_gap_ha": 0.3358, "spin_multiplicity": 1, "max_force_ha_per_bohr": 0.0137, "de_lowest_kcal_mol": 20.0, "elements": ["O", "O", "O", "O", "N", "C", "C", "C", "C", "C", "C", "C", "C", "C", "C", "C", "C", "C", "C", "C", "C", "C", "H", "H", "H", "H", "H", "H", "H", "H", "H", "H", "H", "H", "H", "H", "H", "H", "H", "H", "H", "H", "H", "H", "H"], "positions_angstrom": [[3.37447, 0.76238, 0.45673], [4.11093, -1.56565, -1.56164], [-4.23552, -2.61442, 0.42905], [5.68342, -2.31577, -0.16817], [1.43209, -0.26457, -0.05754], [-3.33757, -1.61099, 0.22156], [3.35834, -2.59758, 0.41729], [-1.40607, 0.42172, 0.01126], [-1.51418, -0.35063, 1.16585], [0.12999, 3.85546, -0.52367], [2.63171, -0.19111, 0.55481], [-0.33294, 1.47686, -0.13449], [-0.78633, 2.69958, -0.95053], [-2.46064, -1.34755, 1.27338], [-2.27573, 0.14114, -1.03394], [0.09031, 2.11750, 1.19481], [0.78475, 3.42074, 0.79835], [0.88117, 0.81934, -0.83038], [2.98713, -1.43935, 1.35692], [4.52560, -2.16532, -0.44133], [-3.23396, -0.85398, -0.93891], [-5.15734, -2.91183, -0.59059], [-4.65397, -3.24388, -1.50466], [3.84181, -1.20169, 1.99160], [-2.21590, 0.70828, -1.95010], [0.57422, 0.44039, -1.81104], [-1.82304, 2.92567, -0.69660], [4.86540, -1.21147, -2.05830], [-0.85527, -0.16942, 2.00103], [3.65393, -3.46678, 1.00498], [1.68199, 1.54761, -0.96016], [-3.89057, -1.02713, -1.77709], [0.88840, 4.04715, -1.28210], [-5.77214, -3.72340, -0.20469], [-2.54430, -1.94017, 2.17087], [0.67747, 4.17815, 1.57344], [1.85007, 3.23944, 0.65935], [-0.44484, 4.77248, -0.39861], [0.75526, 1.48047, 1.77574], [0.82592, -1.05126, 0.11516], [-5.79587, -2.05229, -0.81903], [-0.72924, 2.52142, -2.02352], [2.14569, -1.73554, 1.98601], [-0.80200, 2.32592, 1.78778], [2.51733, -2.84988, -0.22889]], "atomic_forces_ev_per_a": [[0.3, 0.3, 0.1], [-0.4, 0.3, -0.5], [0.2, 0.1, 0.2], [0.2, 0.0, 0.1], [-0.4, -0.1, -0.2], [0.1, 0.1, 0.1], [0.1, 0.1, 0.0], [0.0, 0.1, -0.1], [-0.1, 0.0, -0.1], [0.0, 0.1, -0.1], [-0.1, -0.4, 0.4], [0.0, -0.1, 0.0], [0.1, 0.0, 0.0], [-0.2, -0.2, -0.1], [0.1, 0.0, 0.2], [0.1, 0.0, -0.1], [0.1, 0.0, 0.1], [0.0, 0.2, 0.0], [0.1, 0.1, -0.1], [0.2, -0.4, 0.1], [-0.3, -0.3, 0.0], [-0.1, 0.0, -0.2], [0.0, 0.0, 0.0], [-0.1, 0.0, 0.0], [0.0, 0.1, -0.1], [0.0, 0.1, 0.0], [0.0, 0.0, -0.1], [0.1, -0.1, 0.3], [0.1, 0.1, 0.1], [0.0, 0.0, -0.1], [0.0, 0.0, -0.1], [-0.1, 0.0, -0.1], [0.0, 0.1, 0.0], [0.0, 0.1, -0.1], [0.0, -0.1, 0.1], [0.1, 0.0, 0.0], [0.0, 0.0, 0.0], [0.0, 0.0, -0.1], [-0.1, -0.1, 0.1], [0.1, 0.0, 0.1], [0.0, 0.0, 0.0], [-0.1, 0.0, -0.1], [0.0, 0.0, 0.0], [0.0, -0.1, 0.1], [0.0, -0.1, 0.0]]}

***

No. 4
{"formula": "C17H24B2FHfN2O9", "method": "ωB97M-V/def2-TZVPD", "orbital_gap_ha": 0.1519, "spin_multiplicity": 1, "charge": 1, "max_force_ha_per_bohr": 0.1690, "elements": ["Hf", "F", "O", "O", "O", "O", "O", "O", "O", "O", "O", "N", "N", "C", "C", "C", "C", "C", "C", "C", "C", "C", "C", "C", "C", "C", "C", "C", "C", "C", "B", "B", "H", "H", "H", "H", "H", "H", "H", "H", "H", "H", "H", "H", "H", "H", "H", "H", "H", "H", "H", "H", "H", "H", "H", "H"], "positions_angstrom": [[3.56696, 3.45980, -0.16301], [-1.58479, 1.75792, -2.34034], [-0.19279, 0.15081, -6.14600], [-4.08014, -2.82348, 1.20292], [-0.55804, 0.57447, -3.98613], [2.71405, 1.46017, -1.39217], [2.97593, 1.21833, 0.67736], [1.94372, -0.26301, 3.40017], [-0.17047, 2.27282, -5.40896], [-4.62178, -4.66381, 2.16580], [0.86982, -2.08255, 2.97936], [-3.84966, -3.96246, 1.55754], [0.96198, -0.86326, 2.99588], [-2.36589, 0.04608, 1.47475], [-1.58251, -3.78901, 0.55411], [-2.18143, 1.42672, 1.28536], [-2.53885, -4.51799, 1.24703], [-0.00272, 1.26366, 2.25129], [2.59098, 0.67767, -0.38854], [-0.48143, 1.70799, -3.16004], [-0.27705, 0.93628, -5.26915], [-1.32259, -0.68388, 1.99768], [-0.02698, -5.60020, 0.80604], [-2.23646, -5.80488, 1.69704], [-0.98686, -6.34384, 1.50351], [-0.15194, -0.10245, 2.40978], [-0.34511, -4.37974, 0.26342], [2.20913, -0.75507, -0.39830], [-0.54959, 2.86454, -4.17211], [-1.00604, 2.04523, 1.74665], [1.92187, 3.93807, 1.54023], [1.95293, 4.37771, -1.74341], [-1.46314, -1.70767, 2.33741], [0.21105, 3.60956, -3.95549], [-1.55144, 3.28953, -4.09545], [1.28596, 4.72199, -2.60878], [2.03136, 5.14696, -0.91195], [2.08966, -1.12993, 0.62076], [-0.79060, -7.33849, 1.87578], [2.98637, 4.24786, -2.20159], [1.49556, 3.28711, 0.71515], [-3.32866, -0.41821, 1.31295], [0.92725, -6.11215, 0.75680], [2.56962, 3.25761, 2.17719], [1.26092, -1.09554, -0.81965], [1.64575, 3.43355, -1.20826], [0.96147, 1.62917, 2.59132], [-0.94848, 3.09944, 1.51217], [-2.95125, -6.40308, 2.24288], [1.08625, 4.48678, 2.10157], [-1.70073, -2.75799, 0.25714], [2.63098, 4.67907, 1.05589], [2.97754, -1.38720, -0.84552], [0.37036, 1.80475, -2.48110], [-2.84255, 1.94706, 0.60439], [0.45250, -3.83283, -0.22140]], "atomic_forces_ev_per_a": [[-8.1, -3.2, -0.7], [0.1, -0.2, -0.1], [0.3, 0.0, -0.1], [0.0, 0.4, -0.1], [0.7, 0.5, 1.1], [0.4, 0.5, -0.6], [1.2, 1.4, 1.6], [-0.5, 0.1, -0.1], [-0.6, -0.1, 0.5], [-0.2, -0.1, 0.1], [-0.1, 0.5, 0.0], [0.0, 0.1, 0.1], [0.2, -0.8, -0.2], [0.1, 1.1, 0.1], [0.5, 0.0, -0.4], [0.7, -0.9, -0.4], [1.0, -0.6, -0.1], [1.5, 0.1, 1.0], [1.0, 1.2, -0.7], [-0.8, 0.9, -0.4], [-0.5, -0.6, -0.9], [-0.4, -1.7, 1.6], [-0.3, -1.7, 0.5], [-0.5, -0.1, 0.3], [0.0, 0.7, -0.4], [-0.1, 1.3, -0.5], [0.1, 0.4, 0.8], [-0.7, -1.3, 0.7], [0.9, 0.1, 0.8], [-1.4, -0.3, -1.5], [0.1, -0.4, 1.2], [0.3, 0.6, 0.1], [-0.1, 0.0, -0.6], [-0.3, 0.2, 0.0], [0.0, 0.0, -0.7], [-0.7, 0.3, -0.7], [0.6, 1.9, 1.8], [0.5, 0.4, 0.2], [0.2, 0.0, 0.0], [3.3, -0.8, -0.8], [-0.5, -1.4, -2.2], [0.1, -0.1, -0.4], [0.3, 0.6, -0.5], [1.7, -1.3, 1.2], [0.0, 0.9, -0.7], [-0.5, -2.4, 1.0], [-0.2, 0.4, -0.1], [0.5, 0.1, 0.4], [-0.3, 0.3, -0.1], [-0.7, 0.7, 0.4], [-0.6, -0.1, -0.1], [2.1, 2.7, -1.3], [0.2, 0.4, -0.2], [0.2, -0.8, -0.3], [-0.4, 0.3, 0.6], [-0.3, 0.2, -0.2]]}